1.
This record from the Open Molecules 2025 dataset describes C23H20CoF6N3O6S2 as an isolated structure. The level of theory is ωB97M-V/def2-TZVPD.

Structure (XYZ):
```
61
Properties=species:S:1:pos:R:3
Co 0.806 0.487 -1.098
O -0.663 0.383 -2.365
N -0.457 -0.792 -2.747
O 0.568 -1.268 -2.196
C 2.578 -2.030 -0.170
C 2.911 -0.707 0.524
O 2.213 0.394 0.104
C 4.408 -0.409 0.249
F 4.815 0.745 0.789
F 4.613 -0.314 -1.080
F 5.230 -1.375 0.698
C 2.676 -0.863 2.045
F 3.370 -1.889 2.576
F 2.992 0.233 2.732
F 1.376 -1.122 2.281
H 2.719 -1.915 -1.242
H 1.540 -2.295 0.011
H 3.212 -2.838 0.190
O -0.213 2.250 1.429
C -0.117 2.852 0.384
C -0.510 4.310 0.211
C -0.282 4.588 -1.263
C 0.305 3.298 -1.814
O 0.628 3.156 -2.972
N 0.374 2.348 -0.807
H 0.122 4.906 0.870
H -1.539 4.442 0.542
H 0.414 5.401 -1.467
H -1.197 4.798 -1.816
O -0.541 -0.208 0.143
S -0.945 -1.598 0.571
C -2.467 -1.903 -0.307
C -2.751 -3.202 -0.696
C -3.927 -3.453 -1.390
C -4.782 -2.406 -1.699
C -4.473 -1.106 -1.315
C -3.310 -0.845 -0.612
C -1.602 -1.383 2.215
C -1.687 -0.118 2.764
C -2.202 0.000 4.049
C -2.611 -1.124 4.751
C -2.502 -2.387 4.181
C -1.987 -2.524 2.903
H -2.059 -4.004 -0.469
H -4.164 -4.461 -1.703
H -5.690 -2.601 -2.253
H -5.141 -0.293 -1.569
H -3.039 0.161 -0.318
H -1.329 0.742 2.211
H -2.274 0.980 4.501
H -3.007 -1.020 5.752
H -2.808 -3.264 4.735
H -1.888 -3.505 2.452
S 3.541 1.400 -4.415
C 3.893 2.332 -3.025
C 3.047 2.011 -2.025
N 2.133 1.041 -2.362
C 2.286 0.630 -3.590
H 4.693 3.051 -3.010
H 3.034 2.407 -1.024
H 1.667 -0.127 -4.043
```

Properties
Frontier orbital gap, eV: 8.80
HOMO, eV: -9.14
Net charge: 0
Energy, hartree: -4282.492213

---

2.
This record from the Open Molecules 2025 dataset describes an isolated molecule of C4H12N2O in a non-equilibrium geometry. The level of theory is ωB97M-V/def2-TZVPD.

Structure (XYZ):
```
19
Properties=species:S:1:pos:R:3
C -1.733 0.025 1.056
O -2.469 -1.085 1.615
C -0.452 -0.479 0.386
C 0.311 0.786 -0.089
C 1.532 0.534 -0.974
N 1.253 0.651 -2.428
N 0.326 -1.353 1.302
H -2.332 0.550 0.314
H -1.504 0.727 1.866
H -0.821 -1.126 -0.413
H 0.654 1.413 0.734
H -0.439 1.358 -0.649
H 1.873 -0.457 -0.701
H 2.297 1.277 -0.755
H 2.144 0.744 -2.902
H 1.085 -0.299 -2.763
H -3.380 -0.958 1.311
H 0.412 -0.887 2.197
H 1.242 -1.422 0.893
```

Properties
SMILES: NCC[C@@H](N)CO
Frontier orbital gap, eV: 10.21
HOMO, eV: -9.27
Net charge: 0
Energy relative to the best compared isomer or geometry (same formula, charge and spin), kcal/mol: 38.44
Energy, hartree: -344.323771

---

3.
This record from the Open Molecules 2025 dataset describes C10H17ClINOPTl as an isolated structure in a non-equilibrium geometry. The level of theory is ωB97M-V/def2-TZVPD.

Structure (XYZ):
```
33
Properties=species:S:1:pos:R:3
C 0.589 -1.426 -4.668
I 0.675 -2.341 -2.665
H 0.636 -0.333 -4.602
H -0.344 -1.770 -5.123
H 1.443 -1.791 -5.263
Tl -0.597 0.479 -2.404
P 1.799 -0.426 0.394
C 2.536 -2.010 0.943
C 3.189 0.031 -0.714
H 1.966 1.574 1.725
H 3.307 0.418 2.087
H 1.661 0.145 2.756
C 2.230 0.527 1.898
H 3.087 1.079 -1.015
H 4.123 -0.139 -0.160
H 3.585 -1.816 1.217
H 2.471 -2.722 0.110
H 3.152 -0.602 -1.608
H 1.975 -2.382 1.811
C -0.570 -1.553 0.476
O -1.574 -2.093 0.631
Cl 0.703 2.019 -0.648
C -4.088 1.793 2.131
C -2.722 1.945 2.373
C -1.811 1.443 1.433
N -2.202 0.805 0.331
C -3.502 0.663 0.079
C -4.486 1.163 0.950
H -4.833 2.155 2.845
H -2.344 2.435 3.265
H -0.737 1.550 1.577
H -3.785 0.172 -0.857
H -5.530 1.009 0.694
```

Properties
Frontier orbital gap (spin up / spin down), eV: 4.73 / 3.73
HOMO (spin up / spin down), eV: -15.26 / -15.26
Net charge: +2
Energy, hartree: -1792.252793

---

4.
This record from the Open Molecules 2025 dataset describes C17H35EuINOP2Si as an isolated structure in a non-equilibrium geometry. The level of theory is ωB97M-V/def2-TZVPD.

Structure (XYZ):
```
59
Properties=species:S:1:pos:R:3
C 0.065 -1.775 -1.719
I -0.763 0.451 -0.557
H -0.830 -1.043 -1.632
H -0.349 -2.510 -2.430
H 0.972 -1.333 -2.204
Eu -0.589 2.486 -5.402
P -2.779 -2.160 -1.799
C -2.851 -3.396 -0.462
C -4.254 -1.120 -1.556
H -5.168 -1.717 -1.672
H -4.099 -3.559 -3.243
H -4.241 -0.316 -2.305
H -3.051 -2.418 -4.176
H -2.740 -2.875 0.498
H -4.217 -0.673 -0.554
C -3.101 -3.107 -3.318
H -3.815 -3.921 -0.512
H -2.319 -3.875 -3.425
H -2.011 -4.098 -0.577
P 2.248 0.896 -2.238
C 3.505 0.758 -0.884
C 3.432 0.921 -3.651
H 1.088 2.956 -2.741
H 2.837 3.279 -2.469
H 1.715 3.041 -1.084
C 1.958 2.720 -2.108
H 2.867 0.980 -4.594
H 4.132 1.767 -3.568
H 4.380 1.388 -1.077
H 3.844 -0.283 -0.860
H 4.007 -0.015 -3.628
H 3.088 1.014 0.093
C 0.380 -2.523 -0.434
O 0.943 -3.611 -0.482
C -0.901 4.435 0.925
Si -0.634 2.795 1.820
C 1.159 2.292 1.876
C -1.361 2.975 3.538
N -0.003 -1.855 0.685
C 0.489 -1.886 1.927
C 1.860 -1.723 2.264
C 2.223 -1.406 3.563
C 1.257 -1.289 4.577
C -0.120 -1.419 4.265
C -0.468 -1.831 2.990
H -1.116 5.137 1.759
H -1.755 4.408 0.225
H 0.013 4.715 0.370
H 1.656 3.121 2.406
H 1.289 1.355 2.442
H 1.597 2.173 0.877
H -2.451 3.150 3.499
H -1.151 2.100 4.171
H -0.863 3.871 3.942
H 2.599 -1.714 1.455
H 3.279 -1.328 3.842
H 1.552 -1.118 5.638
H -0.917 -1.294 5.024
H -1.519 -1.995 2.692
```

Properties
Frontier orbital gap (spin up / spin down), eV: 6.38 / 4.72
HOMO (spin up / spin down), eV: -12.10 / -12.70
Net charge: +2
⟨S²⟩: 12.05
Multiplicity: 7
Energy relative to the best compared isomer or geometry (same formula, charge and spin), kcal/mol: 68.37
Energy, hartree: -2778.049785

---

Look up the net charge of the second one. 0

---

Which of these has the highest energy? C4H12N2O